1.
{"formula": "C18H23N5O8P", "method": "ωB97M-V/def2-TZVPD", "lumo_energy_ev": 2.34, "homo_lumo_gap_ev": 8.648, "energy_ha": -1917.05022, "fmax_ha_per_bohr": 0.0244, "multiplicity": 1, "smiles": "CCCC(=O)Nc1ncnc2c1ncn2[C@@H]1O[C@@H]2CO[P@](=O)([O-])O[C@H]2[C@H]1OC(=O)CCC", "total_charge": -1, "de_lowest_kcal_mol": 11.5, "species": ["C", "C", "C", "C", "O", "N", "C", "N", "C", "N", "C", "C", "N", "C", "N", "C", "O", "C", "C", "O", "P", "O", "O", "O", "C", "C", "O", "C", "O", "C", "C", "C", "H", "H", "H", "H", "H", "H", "H", "H", "H", "H", "H", "H", "H", "H", "H", "H", "H", "H", "H", "H", "H", "H", "H"], "xyz": [[-5.69063, -6.49741, -1.35519], [-5.64376, -5.27306, -2.26103], [-4.57765, -4.27596, -1.81096], [-4.97068, -3.55022, -0.55256], [-6.04301, -3.65230, -0.00094], [-4.02694, -2.70060, -0.01429], [-2.75598, -2.36979, -0.40974], [-2.19708, -2.88755, -1.49978], [-0.96255, -2.52189, -1.82474], [-0.16582, -1.67897, -1.20329], [-0.71541, -1.15566, -0.11030], [-2.01627, -1.45584, 0.35163], [-2.27041, -0.74819, 1.49714], [-1.18900, -0.06016, 1.70934], [-0.20951, -0.25726, 0.77716], [1.08926, 0.36328, 0.73723], [1.62629, 0.33348, 2.03819], [2.39136, 1.52024, 2.20086], [2.68404, 1.99943, 3.61380], [3.43755, 3.16643, 3.47670], [2.64599, 4.46705, 2.76013], [3.62963, 5.52248, 2.50934], [1.34308, 4.63731, 3.44875], [2.29184, 3.72440, 1.24869], [1.55350, 2.59712, 1.50973], [0.99885, 1.85139, 0.27846], [1.65961, 2.19263, -0.92255], [2.97030, 1.95575, -1.11139], [3.61108, 1.12111, -0.52870], [3.50988, 2.87601, -2.17291], [3.98952, 4.16988, -1.48766], [5.25296, 3.95239, -0.66845], [-4.72770, -7.00484, -1.34636], [-5.93704, -6.19818, -0.34033], [-6.44682, -7.19904, -1.70052], [-5.42877, -5.58321, -3.28586], [-6.61747, -4.78071, -2.24859], [-4.39981, -3.52296, -2.58150], [-3.62334, -4.77627, -1.64231], [-4.32025, -2.22085, 0.83208], [-0.56617, -2.98032, -2.72050], [-1.04440, 0.60165, 2.53983], [1.70118, -0.21916, 0.03375], [3.35255, 1.41646, 1.67907], [3.28217, 1.27411, 4.17754], [1.74562, 2.20185, 4.14760], [0.70536, 2.84874, 2.16973], [-0.04267, 2.12166, 0.07716], [2.71257, 3.10423, -2.88021], [4.34326, 2.39141, -2.68396], [4.17118, 4.92284, -2.25923], [3.20518, 4.53526, -0.82414], [6.09201, 3.67162, -1.30528], [5.09349, 3.16916, 0.06643], [5.49984, 4.86101, -0.12707]], "forces_ev_per_a": [[-0.1, 0.1, -0.1], [0.1, 0.1, 0.2], [-0.5, -0.4, -0.3], [0.2, 0.0, -0.2], [-0.2, -0.1, 0.0], [-0.1, 0.4, 0.6], [0.7, 0.2, -0.1], [-0.5, -0.1, 0.2], [0.3, 0.1, -0.1], [0.5, 0.3, 0.1], [-1.0, -0.7, -0.2], [0.9, 0.2, -0.4], [-0.6, -0.1, 0.3], [-0.1, 0.0, 0.1], [-0.1, -0.3, 0.1], [0.4, 0.1, -0.6], [-0.3, -0.1, 0.3], [0.5, 0.5, -0.1], [-0.5, -0.9, 0.3], [0.0, 1.1, -0.5], [0.1, -0.7, -0.2], [0.3, 0.1, -0.1], [0.0, 0.0, 0.0], [0.5, 0.9, 0.6], [-0.5, -1.0, -0.1], [0.0, 0.2, 0.6], [-0.1, 0.1, -0.2], [0.3, -0.1, -0.6], [-0.1, -0.1, 0.2], [0.0, 0.2, 0.2], [0.1, 0.0, -0.1], [-0.2, 0.1, 0.0], [0.1, -0.1, 0.0], [0.0, 0.0, 0.1], [0.0, -0.1, 0.0], [0.0, 0.1, 0.0], [0.0, 0.0, -0.1], [0.1, 0.0, 0.1], [0.0, 0.1, -0.1], [-0.1, -0.1, -0.1], [0.1, 0.0, -0.1], [0.1, 0.2, 0.2], [-0.2, 0.2, 0.2], [-0.2, 0.1, 0.1], [-0.1, 0.1, 0.0], [0.1, -0.1, 0.0], [0.1, -0.2, -0.1], [0.2, -0.1, 0.0], [0.0, -0.1, 0.0], [-0.1, -0.1, 0.0], [-0.1, 0.0, 0.0], [0.0, 0.1, -0.1], [0.1, 0.0, 0.0], [0.1, -0.1, 0.1], [0.1, 0.1, 0.1]], "mulliken_charge": [-1.169, -0.530, -0.634, 0.462, -0.649, -0.158, -0.537, -0.464, -0.612, -0.616, 0.446, 1.670, -0.786, -0.140, 0.076, 0.038, -0.607, 0.635, -0.805, -0.427, 0.819, -0.816, -0.718, -0.239, -0.698, -0.443, -0.332, 0.656, -0.595, -0.885, -0.178, -1.151, 0.304, 0.315, 0.336, 0.363, 0.279, 0.439, 0.402, 0.227, 0.403, 0.510, 0.504, 0.221, 0.354, 0.392, 0.845, 0.332, 0.296, 0.376, 0.398, 0.169, 0.395, 0.190, 0.337]}

2.
{"formula": "C18H23N8OSbSe4Ti", "method": "ωB97M-V/def2-TZVPD", "lumo_energy_ev": [4.27, 4.04], "homo_lumo_gap_ev": [5.467, 5.499], "energy_ha": -11908.65934, "fmax_ha_per_bohr": 0.0736, "s2": 2.027, "multiplicity": 3, "total_charge": -2, "de_lowest_kcal_mol": 17.0, "species": ["Ti", "C", "C", "N", "N", "C", "O", "C", "C", "C", "C", "C", "C", "C", "C", "C", "C", "C", "N", "H", "H", "H", "H", "H", "H", "H", "H", "H", "H", "H", "H", "C", "N", "C", "C", "N", "N", "C", "N", "N", "H", "H", "H", "H", "H", "H", "H", "H", "H", "H", "H", "Se", "Sb", "Se", "Se", "Se"], "xyz": [[0.01823, 0.00001, 0.03505], [1.88593, 0.11192, 3.98277], [0.92165, 0.44846, 2.89901], [0.75784, -0.48500, 1.91227], [1.18534, -1.74601, 2.16123], [0.66071, -2.57356, 1.23416], [-0.02111, -2.19837, 0.23609], [0.94469, -3.99176, 1.60626], [1.80970, -4.37580, 2.65954], [1.80624, -5.67542, 3.14581], [0.95602, -6.65667, 2.60888], [0.22293, -6.32521, 1.50339], [0.18650, -5.02317, 1.05760], [0.18124, 1.66125, 2.65253], [0.32805, 3.01496, 3.17336], [-0.61233, 3.94075, 2.89583], [-1.72703, 3.61394, 2.10594], [-1.65276, 2.42941, 1.39040], [-0.73377, 1.50138, 1.59487], [1.82590, 0.83995, 4.84736], [1.69878, -0.89974, 4.33048], [2.94636, 0.03586, 3.60339], [2.38013, -3.56109, 3.08364], [2.59897, -6.00784, 3.81796], [0.99098, -7.69666, 2.95035], [-0.45293, -7.05271, 1.03317], [-0.42348, -4.63012, 0.23719], [1.09205, 3.20618, 3.92673], [-0.61647, 4.90857, 3.35790], [-2.63935, 4.18018, 2.04188], [-2.42338, 2.16732, 0.65323], [-1.21531, 4.29670, -2.20884], [-1.52563, 2.97838, -2.68433], [-1.90375, 3.01839, -4.11980], [-1.03705, 1.87928, -2.12944], [-0.29993, 1.73608, -1.11635], [-1.38879, 0.71444, -2.89932], [-1.46077, -0.53071, -2.40805], [-1.43954, -1.59298, -3.27412], [-1.69901, -0.69090, -1.11514], [-2.08499, 5.00905, -2.25573], [-0.29185, 4.69404, -2.76024], [-0.96473, 4.17073, -1.18626], [-2.54230, 3.81388, -4.26569], [-2.40501, 2.12572, -4.38767], [-0.92831, 3.15582, -4.63819], [0.24844, 2.55482, -0.88154], [-0.87625, 0.76215, -3.82808], [-0.84540, -1.40047, -4.10174], [-1.11484, -2.43310, -2.82648], [-1.88200, -1.59673, -0.89321], [1.89566, 3.30300, -3.35294], [2.36226, 0.93404, -3.86140], [2.04578, -0.32816, -1.54448], [0.71646, -0.02521, -5.43490], [4.54121, 0.29070, -4.56429]], "forces_ev_per_a": [[0.1, -1.1, -0.2], [0.8, 1.0, 0.9], [-0.1, -0.2, -1.5], [-0.2, 1.4, 1.0], [-0.7, -1.0, -1.0], [2.0, 0.8, 2.1], [-0.3, 0.1, 0.0], [-0.4, -1.4, 0.7], [-0.6, 0.6, -0.3], [0.6, -0.4, -0.3], [1.1, -0.2, 0.1], [-1.5, -0.4, -0.4], [-0.1, 1.8, -1.1], [0.1, 0.2, -0.7], [0.6, -2.2, 0.8], [-1.2, 0.4, 0.2], [0.0, -0.8, -0.8], [-0.8, 0.1, 0.3], [1.1, -0.3, 0.2], [0.2, -0.8, -0.9], [-0.3, 0.0, 0.2], [-1.0, 0.4, 0.2], [0.4, -0.3, 0.2], [-0.4, 0.3, 0.3], [0.0, 0.4, 0.0], [0.4, 0.2, 0.2], [-0.2, -0.8, 0.1], [0.0, 0.0, -0.4], [0.3, 0.4, 0.3], [0.1, 0.5, -0.1], [0.4, 0.2, 0.2], [0.9, 0.8, -0.5], [-1.4, 1.5, -1.5], [2.7, -1.1, 1.1], [-0.5, -1.8, -1.3], [0.7, 0.5, 1.0], [0.9, 0.8, -1.4], [-0.8, -0.8, 1.8], [0.4, 0.7, -0.6], [0.6, 3.5, -1.3], [0.7, -0.8, -0.3], [-1.3, -0.3, 0.7], [0.4, 0.4, 1.1], [-1.3, 1.9, -0.3], [-0.3, -0.8, -0.5], [-0.8, -0.1, -0.3], [-0.1, 0.2, 0.1], [-0.4, -0.3, 0.5], [-0.2, 0.1, 0.2], [0.0, -0.1, 0.3], [-0.4, -3.2, 0.7], [0.1, -0.1, -0.2], [-0.5, -0.1, 1.1], [-0.2, 0.1, -0.2], [-0.4, 0.1, -0.1], [0.6, 0.0, -0.2]], "mulliken_charge": [0.087, -1.305, 0.254, 0.659, -0.756, 0.262, -0.611, 0.332, -0.168, -0.524, -0.304, -0.568, -0.323, 0.367, -1.112, -0.051, -0.924, -0.034, 0.075, 0.350, 0.334, 0.243, 0.417, 0.296, 0.323, 0.310, 0.289, 0.283, 0.420, 0.388, 0.356, -0.921, 0.207, -1.046, -0.315, 0.576, 0.238, 0.615, -0.536, -0.739, 0.286, 0.168, 0.338, 0.387, 0.355, 0.241, 0.111, -0.119, 0.166, 0.305, 0.286, -0.688, 0.648, -0.384, -0.789, -0.755]}

3.
{"formula": "C18H23NO4S2", "method": "ωB97M-V/def2-TZVPD", "lumo_energy_ev": 0.41, "homo_lumo_gap_ev": 8.815, "energy_ha": -1851.81767, "fmax_ha_per_bohr": 0.0543, "multiplicity": 1, "smiles": "CC1(C)SC[C@@H](CCC(=O)Nc2ccc3c(c2)CO[C@H](C(=O)O)C3)S1", "total_charge": 0, "de_lowest_kcal_mol": 0.0, "species": ["C", "C", "C", "S", "C", "C", "C", "C", "C", "O", "N", "C", "C", "C", "C", "C", "C", "C", "O", "C", "C", "O", "O", "C", "S", "H", "H", "H", "H", "H", "H", "H", "H", "H", "H", "H", "H", "H", "H", "H", "H", "H", "H", "H", "H", "H", "H", "H"], "xyz": [[2.55080, 3.33920, -2.84519], [3.31013, 2.10911, -3.36330], [4.47868, 2.54413, -4.23581], [2.09513, 1.06973, -4.23174], [2.50749, -0.49129, -3.34536], [2.83024, -0.08636, -1.92951], [3.45260, -1.19631, -1.12478], [2.51173, -2.39596, -0.94314], [1.12522, -2.06520, -0.43681], [0.18195, -2.50809, -1.05602], [0.97548, -1.35079, 0.74757], [-0.19016, -0.93628, 1.36365], [-0.04463, -0.52689, 2.71300], [-1.14685, -0.12690, 3.44870], [-2.40776, -0.12916, 2.85576], [-2.56548, -0.52335, 1.51364], [-1.45466, -0.89404, 0.77465], [-3.88147, -0.39929, 0.82863], [-4.98850, -0.12572, 1.68517], [-4.81839, -0.48798, 3.07480], [-6.12363, -0.29697, 3.90562], [-6.04738, 0.41951, 4.90047], [-7.26162, -0.91213, 3.48919], [-3.64205, 0.29859, 3.62714], [4.07784, 1.22901, -1.98353], [3.21356, 4.03507, -2.29258], [1.73136, 3.02657, -2.21369], [2.09700, 3.95312, -3.67400], [5.21084, 3.12568, -3.68654], [5.00174, 1.66574, -4.67689], [4.09524, 3.17904, -5.01749], [1.62703, -1.11646, -3.40092], [3.40549, -1.03658, -3.73288], [1.92115, 0.34047, -1.38192], [4.37822, -1.53677, -1.58969], [3.76529, -0.77767, -0.14080], [2.47935, -2.93948, -1.88433], [2.99114, -3.08807, -0.25387], [1.86393, -1.19278, 1.25385], [0.90655, -0.55575, 3.20802], [-1.03089, 0.11935, 4.48861], [-1.53313, -1.12899, -0.28799], [-3.82594, 0.44572, 0.11607], [-4.04858, -1.29982, 0.21376], [-4.59200, -1.54137, 3.11059], [-7.90416, -0.71130, 4.18295], [-3.81494, 1.37189, 3.52945], [-3.46293, 0.10579, 4.69749]], "forces_ev_per_a": [[0.0, 1.1, -0.6], [0.4, 1.2, 0.2], [0.2, -0.7, -0.7], [0.5, -0.9, 0.2], [0.6, 0.5, -0.4], [-0.7, 0.8, 1.2], [-0.1, -0.2, 1.2], [1.1, 0.5, 0.5], [-0.6, -0.6, 0.0], [-0.6, 0.3, -0.1], [2.5, -0.5, -1.2], [-0.6, 0.5, 1.7], [-0.8, -0.2, -0.5], [-0.1, -0.5, -0.9], [-0.6, 0.1, -0.4], [0.8, 0.7, 1.1], [0.7, -0.3, -0.6], [-0.3, 0.1, -0.4], [-0.4, 0.0, 0.7], [-0.5, 0.2, -0.8], [0.9, 1.8, 0.6], [-0.9, -1.5, -1.4], [1.4, 0.4, 0.3], [0.4, -0.4, 0.5], [-0.5, -0.4, -0.1], [-0.2, -0.5, -0.2], [-0.1, 0.0, 0.3], [0.4, -0.7, 0.5], [0.1, 0.1, 0.3], [-0.4, 0.6, 0.2], [0.0, 0.2, -0.5], [-0.2, -0.3, 0.0], [-0.8, 0.5, -0.1], [1.0, -0.7, -0.8], [0.0, 0.0, -0.1], [-0.2, -0.3, -0.4], [-0.7, 0.1, 0.0], [0.0, -0.1, 0.3], [-1.1, 0.0, -0.4], [0.5, -0.1, 0.0], [0.0, 0.2, 0.2], [-0.1, -0.1, 0.4], [-0.1, -0.3, 0.3], [-0.2, 0.1, 0.3], [0.2, -0.7, 0.2], [-0.3, 0.0, 0.0], [-0.2, 0.0, -0.1], [-0.3, 0.0, -0.4]], "mulliken_charge": [-1.402, 0.903, -1.457, -0.155, -0.707, 0.356, -1.134, -1.197, 0.524, -0.622, 0.000, 0.789, -0.727, -1.243, 0.721, 0.259, -0.301, -0.992, -0.384, 0.191, 0.268, -0.565, -0.426, -0.767, -0.219, 0.331, 0.394, 0.345, 0.377, 0.347, 0.397, 0.373, 0.318, 0.177, 0.539, 0.407, 0.359, 0.432, 0.197, 0.391, 0.390, 0.473, 0.305, 0.373, 0.319, 0.356, 0.299, 0.392]}

4.
{"formula": "C18H23NO7S2", "method": "ωB97M-V/def2-TZVPD", "lumo_energy_ev": -0.41, "homo_lumo_gap_ev": 8.291, "energy_ha": -2077.49429, "fmax_ha_per_bohr": 0.0235, "multiplicity": 1, "smiles": "CCCS(=O)(=O)c1c(S(=O)(=O)CCC)c2ccc(C(C)=O)cn2c1C(=O)OC", "total_charge": 0, "de_lowest_kcal_mol": 0.0, "species": ["C", "C", "C", "S", "O", "O", "C", "C", "S", "O", "O", "C", "C", "C", "C", "C", "C", "C", "C", "C", "O", "C", "N", "C", "C", "O", "O", "C", "H", "H", "H", "H", "H", "H", "H", "H", "H", "H", "H", "H", "H", "H", "H", "H", "H", "H", "H", "H", "H", "H", "H"], "xyz": [[-3.76154, -2.37719, -2.76990], [-2.92865, -2.09941, -1.52252], [-3.43634, -0.88451, -0.77738], [-2.42191, -0.60680, 0.68924], [-2.44423, -1.76948, 1.53543], [-2.79944, 0.63298, 1.32125], [-0.73276, -0.34233, 0.13721], [-0.25466, 0.89951, -0.29642], [-1.21026, 2.32223, -0.78954], [-2.39625, 1.83803, -1.44782], [-0.32574, 3.13805, -1.58680], [-1.63290, 3.25079, 0.70314], [-0.35260, 3.66363, 1.39760], [-0.63393, 4.48608, 2.65105], [1.13354, 0.79840, -0.39550], [2.13769, 1.69589, -0.79562], [3.44250, 1.30082, -0.76801], [3.78114, -0.01274, -0.34491], [5.18255, -0.52511, -0.29537], [6.27787, 0.49256, -0.46904], [5.40982, -1.69871, -0.12512], [2.78400, -0.87565, 0.02919], [1.49244, -0.48175, 0.00833], [0.35718, -1.18772, 0.31557], [0.39772, -2.58519, 0.77998], [1.28623, -3.04186, 1.45872], [-0.63931, -3.26799, 0.31000], [-0.86316, -4.57216, 0.83318], [-4.79699, -2.57277, -2.50225], [-3.73543, -1.52021, -3.43821], [-3.37346, -3.24284, -3.30040], [-2.95440, -2.95906, -0.85155], [-1.88750, -1.93270, -1.80686], [-3.36496, 0.03549, -1.35249], [-4.45041, -1.02034, -0.40832], [-2.20798, 4.10659, 0.35777], [-2.25325, 2.59136, 1.30236], [0.25426, 4.24236, 0.69803], [0.20921, 2.76670, 1.66969], [0.29629, 4.76202, 3.14104], [-1.17315, 5.39535, 2.39777], [-1.23678, 3.91130, 3.34925], [1.82730, 2.67036, -1.13543], [4.21481, 1.98374, -1.07902], [7.23917, 0.01495, -0.29927], [6.14848, 1.31537, 0.22978], [6.25499, 0.88790, -1.48270], [3.00147, -1.87870, 0.36696], [-1.66572, -4.50385, 1.56892], [0.04624, -4.95145, 1.30208], [-1.16171, -5.20881, 0.00212]], "forces_ev_per_a": [[0.1, 0.1, 0.2], [-0.1, -0.2, -0.2], [0.7, 0.0, 0.3], [-0.3, -0.1, 0.6], [0.0, -0.2, -0.3], [-0.1, 0.0, -0.3], [-0.1, -0.4, 0.1], [-0.2, 0.7, -0.2], [0.1, 0.0, -0.3], [-0.1, 0.1, 0.3], [0.2, 0.1, 0.3], [0.4, -0.6, -0.4], [0.1, 0.2, 0.2], [0.0, -0.2, -0.2], [-0.3, 0.2, 0.0], [0.5, 0.1, -0.1], [-0.4, 0.0, 0.1], [-0.7, -0.4, 0.1], [0.1, 0.1, 0.0], [0.2, -0.3, 0.1], [0.0, -0.1, 0.0], [1.2, -0.1, 0.0], [-0.5, 0.5, -0.1], [-1.0, -0.2, 0.1], [0.2, -0.2, 0.0], [0.0, 0.1, 0.0], [0.2, 0.1, -0.3], [0.1, -0.3, 0.3], [-0.1, 0.0, 0.0], [0.0, 0.1, -0.1], [0.0, -0.1, -0.1], [0.1, 0.0, -0.1], [0.0, -0.1, 0.0], [-0.1, 0.0, 0.0], [-0.1, 0.0, 0.2], [-0.1, 0.0, -0.2], [0.0, 0.1, 0.0], [0.1, 0.0, 0.1], [0.1, 0.0, 0.0], [0.0, 0.0, 0.1], [-0.1, 0.1, 0.0], [-0.1, 0.0, 0.1], [0.0, 0.0, 0.0], [0.1, 0.1, 0.0], [0.0, 0.0, 0.0], [0.0, 0.1, 0.0], [0.0, 0.1, -0.1], [-0.1, 0.0, 0.0], [0.0, 0.0, 0.0], [-0.2, 0.0, -0.1], [0.0, 0.1, 0.0]], "mulliken_charge": [-1.474, 0.058, -0.791, 1.350, -0.671, -0.726, 0.369, 0.097, 1.465, -0.773, -0.729, -0.762, -0.085, -1.445, -0.121, -0.959, -0.693, -0.107, 0.919, -1.467, -0.574, -0.131, 0.071, -0.254, 0.245, -0.640, -0.147, -0.890, 0.351, 0.354, 0.412, 0.137, 0.230, 0.463, 0.631, 0.579, 0.456, 0.289, 0.187, 0.407, 0.352, 0.345, 0.571, 0.401, 0.366, 0.412, 0.359, 0.610, 0.265, 0.429, 0.260]}

Number 1 is which compound? C18H23N5O8P